# 1
The following is a DFT calculation (wB97M-V/def2-TZVPD) of C26H9BrCl52FI2N3O3P2S as an isolated structure.

```
100
Properties=species:S:1:pos:R:3:forces:R:3
C 3.418 -2.150 3.471 0.881 0.689 -9.644
C 3.531 -2.042 2.055 -0.320 1.241 8.081
C 3.783 -1.350 0.555 1.910 -0.708 -0.250
C 5.260 -1.591 -0.108 -4.354 2.202 -1.511
C 5.514 -0.901 -1.605 -1.725 0.669 0.660
C 7.019 -1.193 -2.251 2.274 1.545 1.694
I 7.104 -2.366 -4.148 -0.763 1.429 1.377
C 8.305 -0.753 -1.640 -4.739 -0.315 -0.750
C 8.252 0.117 -0.223 1.057 -1.030 -0.420
I 10.219 -1.233 -2.650 -1.721 0.658 1.308
C 4.346 0.002 -2.393 1.092 -1.825 5.155
P 4.652 0.840 -4.097 0.563 -0.732 -1.289
O 6.347 1.042 -4.446 -2.229 2.181 2.339
Br 3.869 3.022 -4.082 0.681 -1.021 0.609
C 2.865 0.152 -1.629 -0.484 0.247 -0.030
N 1.821 0.924 -2.386 -1.781 -2.117 5.718
C 0.523 1.075 -1.650 2.868 -2.387 1.572
P -0.887 2.063 -2.550 1.510 2.416 -1.072
N -0.202 3.368 -3.240 -1.456 -1.961 -0.565
C 0.313 0.438 -0.170 3.470 -1.600 -0.266
S -1.379 0.773 0.654 -5.203 3.787 -0.697
O -2.564 0.338 -0.260 5.120 0.776 3.426
O -1.500 2.304 1.017 1.410 -6.367 -1.208
F -1.509 -0.124 2.116 0.979 1.474 -3.305
N 1.277 -0.383 0.638 0.406 3.422 -6.758
C 2.545 -0.486 -0.166 1.308 -0.687 0.448
H 3.343 -2.381 4.627 0.145 0.403 -3.199
H 6.108 -2.239 0.422 -2.214 1.628 -1.244
H 8.038 -0.669 0.626 0.456 1.658 -1.581
H 7.410 0.932 -0.217 1.721 -1.620 -0.236
H 9.339 0.566 -0.041 -2.579 -0.829 -0.372
H 6.564 1.969 -4.075 -0.033 -1.977 -0.778
H -1.879 2.528 -1.590 1.281 -1.289 -0.077
H -1.612 1.238 -3.500 0.625 -0.102 1.126
H -0.401 3.332 -4.274 0.515 0.070 1.335
C -3.364 1.817 5.049 -0.147 0.117 -0.330
Cl -3.929 0.129 5.143 0.146 0.325 0.006
Cl -2.021 2.058 6.194 -0.577 -0.013 -1.094
Cl -2.803 2.164 3.394 -0.335 0.074 0.921
Cl -4.704 2.915 5.465 0.348 -0.257 -0.158
C -0.104 2.227 10.222 0.124 0.233 -0.016
Cl 1.670 2.200 10.056 -0.400 -0.021 0.061
Cl -0.853 2.060 8.614 0.442 -0.014 1.279
Cl -0.623 0.877 11.262 0.430 0.012 -0.431
Cl -0.609 3.770 10.955 0.824 -0.061 -0.820
C -5.204 3.327 -3.012 -0.280 -0.075 0.059
Cl -3.430 3.300 -3.177 -0.986 0.649 -0.390
Cl -5.953 3.160 -4.620 0.231 0.093 0.413
Cl -5.723 1.977 -1.972 0.163 0.301 -0.214
Cl -5.709 4.870 -2.278 0.179 -0.422 -0.211
C -5.853 0.398 8.699 0.033 0.077 -0.087
Cl -6.849 0.700 7.252 0.154 -0.092 0.440
Cl -4.461 1.510 8.706 -0.353 -0.320 0.116
Cl -6.835 0.666 10.162 0.108 -0.167 -0.421
Cl -5.268 -1.285 8.676 -0.134 0.401 0.005
C -4.049 3.430 13.122 0.012 -0.134 0.125
Cl -5.475 2.572 12.486 0.458 0.298 0.174
Cl -2.573 2.529 12.690 -1.452 0.079 0.821
Cl -3.975 5.064 12.416 0.000 -0.342 0.125
Cl -4.171 3.553 14.895 0.015 0.009 -0.369
C 8.851 -5.245 -1.678 0.085 0.025 -0.069
Cl 8.287 -6.933 -1.584 0.125 0.372 -0.040
Cl 10.195 -5.004 -0.533 -0.332 -0.046 -0.277
Cl 9.412 -4.898 -3.333 0.004 -0.206 0.695
Cl 7.512 -4.147 -1.262 0.399 -0.612 0.232
C 10.351 -7.876 -6.524 -0.072 0.149 -0.002
Cl 9.356 -7.574 -7.971 0.229 -0.105 0.336
Cl 11.743 -6.764 -6.518 -1.158 0.271 -0.490
Cl 9.370 -7.608 -5.061 0.293 -0.269 -0.530
Cl 10.936 -9.559 -6.547 -0.114 0.325 -0.013
C -6.749 5.259 -8.389 -0.021 0.236 -0.112
Cl -6.742 3.554 -7.875 -0.054 0.309 -0.100
Cl -8.104 6.110 -7.606 0.344 -0.253 -0.161
Cl -5.212 6.028 -7.916 -0.385 -0.236 -0.107
Cl -6.936 5.346 -10.158 -0.288 0.607 0.677
C -8.904 4.024 5.876 -0.028 -0.025 -0.030
Cl -7.360 4.650 6.507 -0.388 -0.112 -0.099
Cl -9.792 5.340 5.066 0.224 -0.321 0.201
Cl -8.582 2.718 4.708 -0.059 0.296 0.303
Cl -9.883 3.388 7.222 0.260 0.142 -0.327
C 15.117 -7.392 -4.546 -0.046 -0.231 0.051
Cl 16.639 -8.262 -4.865 -0.337 0.242 0.072
Cl 13.747 -8.345 -5.170 1.180 -0.248 0.694
Cl 14.925 -7.155 -2.791 0.041 -0.033 -0.423
Cl 15.157 -5.807 -5.359 -0.034 -0.321 0.154
C -9.183 -1.516 3.571 -0.001 0.008 -0.023
Cl -9.176 -3.222 4.085 0.006 0.418 -0.122
Cl -10.538 -0.665 4.354 0.336 -0.191 -0.178
Cl -7.646 -0.747 4.044 -0.313 -0.171 -0.113
Cl -9.370 -1.429 1.801 0.049 -0.032 0.482
C -5.338 2.529 -12.534 0.049 -0.088 0.119
Cl -3.816 1.659 -12.853 -0.353 0.214 0.039
Cl -6.709 1.576 -13.158 0.327 0.243 0.151
Cl -5.530 2.766 -10.779 0.384 -0.729 -0.735
Cl -5.298 4.114 -13.347 -0.021 -0.334 0.190
C -9.538 -2.413 -2.413 0.039 -0.017 -0.032
Cl -8.761 -3.937 -1.916 -0.198 0.387 -0.107
Cl -8.310 -1.126 -2.517 -0.298 -0.294 0.034
Cl -10.306 -2.631 -4.006 0.185 0.058 0.396
Cl -10.776 -1.959 -1.215 0.265 -0.108 -0.338
```
Positions in Å, forces in eV/Å.

- calculated total energy (Ha) = -29665.30743

***

# 2
The following is a DFT calculation (wB97M-V/def2-TZVPD) of C27H14Cl8IrNO2P as an isolated structure.

```
54
Properties=species:S:1:pos:R:3:forces:R:3
Ir 0.728 -2.081 -0.545 -0.378 0.306 0.265
O 4.553 -0.627 -1.552 -0.301 -0.251 0.204
C 3.626 -0.930 -0.770 0.257 0.322 -0.407
O 2.777 -1.838 -0.908 0.018 -0.576 -0.308
C 3.612 0.101 0.280 0.034 0.083 0.370
C 4.835 0.428 0.911 -0.297 -0.060 -0.047
C 4.833 1.336 1.957 -0.050 0.026 -0.038
C 3.639 1.927 2.328 -0.199 -0.044 -0.089
C 2.424 1.625 1.663 0.110 0.213 0.194
C 2.390 0.743 0.611 0.257 -0.037 0.050
P 0.817 0.355 -0.234 -0.132 -0.073 0.022
C -0.506 1.011 0.784 -0.005 0.056 0.103
C -0.931 0.260 1.884 -0.023 0.024 0.043
C -1.938 0.740 2.706 0.034 -0.016 -0.022
C -2.526 1.969 2.430 -0.032 0.032 0.019
C -2.094 2.729 1.351 0.031 -0.027 -0.019
C -1.079 2.259 0.529 -0.057 -0.012 -0.019
C 0.856 1.246 -1.798 0.034 0.043 -0.006
C -0.338 1.445 -2.499 -0.053 -0.002 -0.095
C -0.321 2.081 -3.730 -0.040 -0.039 0.066
C 0.881 2.514 -4.276 -0.018 0.018 -0.038
C 2.067 2.325 -3.584 0.024 -0.022 0.062
C 2.057 1.696 -2.348 0.077 0.033 -0.025
H 5.748 -0.053 0.588 -0.020 -0.043 -0.025
H 5.752 1.580 2.469 -0.003 0.003 0.000
H 3.626 2.641 3.141 -0.031 -0.002 -0.009
H 1.508 2.094 2.002 0.053 0.021 0.011
H -0.463 -0.690 2.113 0.001 -0.033 -0.009
H -2.261 0.161 3.562 0.012 0.008 -0.025
H -3.316 2.342 3.069 0.005 -0.003 -0.012
H -2.544 3.692 1.150 0.013 -0.012 0.003
H -0.746 2.860 -0.308 0.004 -0.017 0.039
H -1.285 1.131 -2.079 0.009 -0.013 -0.015
H -1.248 2.244 -4.263 0.008 -0.002 0.013
H 0.891 3.010 -5.237 -0.007 -0.008 0.006
H 3.002 2.677 -3.999 -0.007 -0.011 0.013
H 2.993 1.586 -1.818 -0.001 0.000 0.004
Cl -1.567 -1.688 -2.031 0.008 -0.023 0.063
C -2.643 -1.695 -0.664 0.140 -0.013 -0.160
C -2.227 -2.373 0.479 0.356 -0.179 -0.120
C -3.088 -2.523 1.563 0.026 -0.058 0.136
Cl -2.521 -3.356 2.941 -0.035 0.024 0.016
C -4.349 -1.945 1.507 -0.096 -0.009 0.090
Cl -5.395 -2.077 2.846 0.012 -0.002 -0.033
C -4.744 -1.227 0.370 -0.057 0.039 -0.023
Cl -6.274 -0.494 0.315 -0.067 0.022 0.013
C -3.888 -1.111 -0.734 -0.068 0.060 -0.098
Cl -4.365 -0.280 -2.150 -0.016 -0.009 0.051
Cl -1.677 -5.526 -0.386 -0.208 -0.053 -0.055
C -0.042 -5.025 -0.056 0.138 0.486 0.020
Cl 0.828 -6.201 0.864 0.125 -0.153 0.097
Cl 0.826 -4.680 -1.632 0.013 -0.204 -0.004
C 0.010 -3.650 0.620 0.069 -0.436 -0.082
N -0.902 -2.737 0.566 0.336 0.622 -0.189
```
Positions in Å, forces in eV/Å.

- ⟨S²⟩ = 8.804
- ΔE to the lowest compared entry with this formula, charge and spin (eV) = 0.070
- charge = +2
- multiplicity = 6

***

# 3
The following is a DFT calculation (wB97M-V/def2-TZVPD) of C27H17AuF9N5O3S as an isolated structure.

```
63
Properties=species:S:1:pos:R:3:forces:R:3
Au -2.336 2.260 0.052 0.554 0.247 0.610
C 6.670 -8.356 -0.211 -0.004 0.008 -0.002
O 7.051 -6.994 -0.133 0.010 -0.038 -0.002
C 6.067 -6.064 -0.130 0.014 -0.025 0.000
C 6.487 -4.738 -0.049 -0.009 0.055 0.003
C 5.558 -3.719 -0.038 -0.009 -0.049 -0.001
C 4.191 -3.994 -0.109 -0.012 -0.035 -0.004
C 3.785 -5.322 -0.189 0.003 0.085 0.006
C 4.708 -6.356 -0.199 -0.010 -0.017 -0.003
C 3.178 -2.936 -0.100 -0.015 -0.120 -0.001
N 1.880 -3.133 -0.092 0.012 0.097 0.001
C 1.328 -1.874 -0.087 -0.016 -0.023 0.007
C 2.302 -0.911 -0.092 -0.023 -0.021 -0.004
N 3.488 -1.603 -0.100 -0.006 0.101 0.002
C 2.013 0.485 -0.093 0.064 0.032 0.009
C 2.971 1.509 -0.103 -0.035 0.078 -0.007
C 2.561 2.821 -0.109 0.073 -0.072 0.005
C 1.188 3.093 -0.114 0.003 -0.071 0.036
N 0.287 2.136 -0.107 0.099 0.234 -0.053
C 0.656 0.857 -0.086 -0.264 -0.113 -0.004
C -0.414 -0.160 -0.060 0.120 0.051 0.005
N -1.722 0.216 -0.021 0.054 -0.070 -0.276
C -2.656 -0.725 -0.016 -0.001 -0.013 0.018
C -2.376 -2.090 -0.035 0.014 -0.036 0.006
C -1.067 -2.494 -0.058 -0.071 -0.016 0.003
C -0.064 -1.522 -0.069 0.038 -0.017 0.003
H 7.594 -8.927 -0.200 0.002 -0.003 0.001
H 6.127 -8.563 -1.136 0.003 0.001 0.007
H 6.056 -8.645 0.645 0.003 0.001 -0.005
H 7.548 -4.532 0.008 -0.010 -0.001 -0.001
H 5.920 -2.701 0.035 0.001 0.008 0.001
H 2.727 -5.538 -0.242 0.003 0.003 0.000
H 4.358 -7.376 -0.262 0.009 0.019 0.001
H 4.410 -1.206 -0.122 0.015 -0.029 -0.001
H 4.028 1.269 -0.105 -0.007 -0.010 0.001
H 3.277 3.631 -0.113 -0.008 -0.007 0.001
H 0.811 4.110 -0.113 -0.028 -0.022 -0.022
H -3.674 -0.375 0.014 -0.070 0.027 -0.006
H -3.190 -2.800 -0.026 0.001 0.019 0.000
H -0.788 -3.540 -0.066 0.020 0.015 -0.001
C -7.318 2.207 -0.458 -0.078 0.102 -0.092
C -5.877 1.829 -0.301 -0.005 0.134 0.165
O -4.958 2.391 -0.808 -0.209 -0.270 -0.286
H -7.389 3.036 -1.157 -0.025 -0.022 0.029
H -7.723 2.503 0.511 0.010 0.003 0.008
H -7.896 1.355 -0.816 0.002 -0.004 -0.002
S -7.218 -0.992 2.080 0.036 0.049 -0.030
C -6.377 -0.002 1.216 0.015 -0.102 0.074
N -5.658 0.713 0.569 -0.096 0.021 -0.034
F -4.019 4.885 -1.601 -0.028 -0.022 -0.046
C -2.915 5.529 -1.206 0.025 0.013 0.044
F -3.020 6.799 -1.633 0.004 -0.039 -0.004
F -1.882 4.973 -1.847 0.017 0.017 -0.037
C -2.720 5.409 0.343 -0.023 0.053 -0.057
O -2.152 4.256 0.712 -0.205 -0.270 -0.158
C -4.106 5.617 1.037 0.026 -0.015 0.029
F -3.947 5.901 2.337 -0.014 0.005 -0.003
F -4.846 4.503 0.969 0.010 0.020 0.029
F -4.830 6.609 0.493 -0.017 0.030 -0.011
C -1.762 6.558 0.795 0.099 0.033 0.079
F -0.688 6.611 -0.015 -0.010 -0.016 -0.014
F -1.306 6.345 2.029 -0.016 -0.006 -0.014
F -2.332 7.772 0.781 -0.036 0.016 0.002
```
Positions in Å, forces in eV/Å.

- ΔE to the lowest compared entry with this formula, charge and spin (eV) = 0.000

***

How do the records compare in molar mass? In the order shown, they have 2701.66 891.23 859.48 g mol⁻¹.